A molecular structure, C20H34F8N7O17S8 in a non-equilibrium geometry, computed with wB97M-V/def2-TZVPD.

Values from the calculation:
M: 1053.04 g/mol
HOMO-LUMO gap: 8.12 eV
Calculated total energy: -6429.319866 Eh
Net charge: -1
LUMO level: -0.0024 Ha

Last column: Löwdin charge in e.
Atoms and positions in Å:
C  -0.27172  0.04392  -2.61348  -0.034
C  0.98336  -0.31788  -1.78420  -0.181
N  1.97279  0.78631  -1.62883  -0.238
C  2.99624  0.28730  -0.66129  0.041
C  2.61497  1.19400  -3.01366  -0.107
C  2.75019  0.09108  -4.05743  -0.051
C  1.20800  1.96170  -1.10142  -0.139
C  2.04038  3.08521  -0.52084  -0.215
O  3.07157  3.57088  -1.34742  -0.192
C  2.71917  4.79625  -2.08190  -0.026
H  0.03341  0.36449  -3.62372  0.077
H  -0.92890  0.73935  -2.01763  0.088
H  -0.88025  -0.85282  -2.74284  0.085
H  1.56667  -1.25515  -2.20208  0.142
H  0.68776  -0.51733  -0.75847  0.101
H  3.18912  -0.74328  -0.82829  0.061
H  2.55009  0.46120  0.34132  0.109
H  3.89261  0.84849  -0.78934  0.104
H  3.63194  1.51911  -2.78003  0.120
H  2.03029  2.08951  -3.20628  0.098
H  3.41958  -0.77253  -3.80891  0.076
H  3.17040  0.59984  -4.89936  0.075
H  1.70978  -0.34302  -4.27731  0.095
H  0.59841  1.61515  -0.23835  0.124
H  0.52461  2.33247  -1.80950  0.060
H  2.53249  2.89018  0.43368  0.118
H  1.22442  3.79351  -0.29122  0.126
H  1.87557  4.57902  -2.70610  0.051
H  3.60517  5.10289  -2.56593  0.074
H  2.47934  5.55733  -1.34681  0.089
C  -1.10801  -6.16611  1.37463  0.054
N  -1.39328  -4.73190  1.63528  -0.064
C  -2.45812  -4.38519  2.31309  -0.042
C  -2.68390  -3.08693  2.73668  0.040
C  -1.82224  -2.08399  2.22824  -0.099
C  -0.69637  -2.46461  1.45725  0.043
C  -0.49687  -3.80773  1.14784  0.043
C  -2.02174  -0.56518  2.42439  -0.125
C  -2.03238  0.07045  3.66671  0.039
C  -2.14339  1.45591  3.70950  -0.010
N  -2.19248  2.19482  2.57831  -0.075
C  -2.18901  1.60104  1.37443  0.030
C  -2.15010  0.17081  1.23821  0.062
C  -2.04798  3.66659  2.77989  0.056
H  -1.90672  -6.48227  0.74460  0.101
H  -1.03245  -6.69905  2.29502  0.098
H  -0.13093  -6.28135  0.91362  0.096
H  -3.16493  -5.15523  2.51419  0.145
H  -3.62098  -2.89497  3.24066  0.130
H  0.04913  -1.74912  1.10221  0.121
H  0.30357  -4.20584  0.57960  0.098
H  -1.80730  -0.48442  4.55158  0.129
H  -2.06200  1.97506  4.63533  0.133
H  -2.26562  2.20104  0.46392  0.132
H  -2.22421  -0.23909  0.22996  0.128
H  -0.95248  3.79622  2.87251  0.108
H  -2.54022  3.84959  3.74359  0.104
H  -2.50205  4.19082  1.99641  0.083
N  -0.30880  3.95931  -3.45551  -0.315
S  -1.55921  4.27405  -2.55424  0.488
O  -1.30631  3.91970  -1.12511  -0.352
O  -2.83119  3.95716  -3.16105  -0.285
F  -1.41235  5.76828  -2.37796  -0.145
S  -0.17276  3.94515  -5.08652  0.474
O  0.87207  3.01824  -5.39277  -0.298
O  -0.08451  5.20951  -5.65392  -0.246
F  -1.45811  3.24719  -5.62499  -0.150
N  -4.68709  -2.34046  0.65223  -0.306
S  -4.14051  -2.91395  -0.64398  0.449
O  -2.71813  -2.99934  -0.54183  -0.296
O  -4.70397  -2.73903  -1.93675  -0.248
F  -4.51325  -4.43607  -0.37877  -0.203
S  -6.10448  -1.61847  0.71646  0.544
O  -6.96360  -2.23572  1.75668  -0.327
O  -6.66342  -1.33571  -0.56656  -0.263
F  -5.68436  -0.30749  1.47591  -0.185
N  0.99121  1.96639  4.56356  -0.312
S  1.43102  1.31955  3.22137  0.526
O  2.75132  0.86289  3.00932  -0.258
O  0.70415  2.07958  2.18038  -0.327
F  0.69600  -0.15281  3.30945  -0.219
S  1.46784  1.27648  5.97236  0.492
O  2.76349  0.74678  5.93161  -0.238
O  0.38762  0.48307  6.46453  -0.291
F  1.42277  2.62534  6.74508  -0.157
N  3.93434  -4.69545  -1.19284  -0.293
S  4.20757  -3.67689  -2.37171  0.431
O  3.08548  -2.92007  -2.90269  -0.309
O  4.93617  -4.42925  -3.28282  -0.256
F  5.18607  -2.68017  -1.73649  -0.144
S  3.24814  -4.16635  0.18072  0.545
O  2.40041  -5.21697  0.78654  -0.347
O  2.66233  -2.84079  0.24906  -0.313
F  4.45971  -4.15021  1.15125  -0.155